Here is an isolated molecule of C8H6N2O in a non-equilibrium geometry from OMol25. Energies are from ωB97M-V/def2-TZVPD.

```
17
Properties=species:S:1:pos:R:3:forces:R:3
C 2.972 -0.133 -0.020 3.4 -2.3 -0.8
C 2.317 0.968 0.311 -1.8 5.5 -0.1
C 0.940 0.950 0.245 -0.9 3.3 1.7
C 0.304 -0.265 -0.052 -5.2 6.1 2.1
C -1.218 -0.219 0.051 0.7 -2.5 0.7
N -2.023 -1.204 0.519 3.3 2.0 -1.3
C -3.250 -0.731 0.242 4.5 4.9 -2.0
C -3.151 0.520 -0.301 -3.5 1.6 -1.8
O -1.823 0.875 -0.438 -1.5 -1.4 0.3
N 0.834 -1.339 -0.301 5.8 -4.6 -0.7
C 2.239 -1.285 -0.253 -1.5 -0.4 -0.9
H 4.097 0.064 -0.141 -1.7 -1.5 0.2
H 2.843 2.013 0.387 -0.9 -2.3 0.3
H 0.347 1.988 0.574 1.4 -3.2 -1.2
H -4.035 -1.174 0.542 -5.7 -3.2 1.8
H -4.063 1.186 -0.815 3.2 -1.6 1.7
H 2.669 -2.215 -0.550 0.5 -0.4 0.0
```
Forces are in eV/Å.

Results
Largest force on an atom: 0.1606 Eh/bohr
Electronic energy: -493.09921 hartree
Lowest unoccupied orbital energy: 0.0253 hartree
Relative energy (zero: lowest compared OMol25 entry of this formula, charge and spin): 78.3 kcal per mole
SMILES string: c1ccc(-c2ncco2)nc1